Record 1
Below is a 3-piece molecular cluster, C4H15N3 overall, with properties calculated with wB97M-V/def2-TZVPD.

Each line ends with the natural charge from an NBO analysis.
CARTESIAN COORDINATES (ANGSTROEM)
C  -0.711  -0.151  -1.688  -0.05
C  2.187  -0.515  1.977  -0.43
N  1.673  -0.346  0.645  -0.90
N  -0.560  0.836  -2.755  -0.85
H  2.017  -1.114  0.069  0.32
H  -0.928  0.493  -3.635  0.36
H  0.414  1.079  -2.891  0.36
H  -1.713  -0.585  -1.772  0.17
H  0.017  -0.970  -1.732  0.18
H  1.991  0.382  2.575  0.17
H  1.727  -1.367  2.533  0.14
H  3.272  -0.694  2.012  0.18
C  -1.522  1.473  -0.012  -0.43
C  -0.505  -1.057  1.061  -0.33
N  -0.569  0.443  -0.374  -0.54
H  0.430  0.573  -0.090  0.47
H  -1.585  2.255  -0.773  0.22
H  -1.224  1.916  0.938  0.21
H  -2.518  1.031  0.108  0.19
H  -1.531  -1.237  0.748  0.16
H  -0.437  -0.475  1.968  0.20
H  0.075  -1.970  1.087  0.20

Calculated values
- Multiplicity: 1
- HOMO (alpha / beta): -0.2464 / -0.2465 Eh
- Kohn-Sham gap (alpha / beta): 7.4 / 7.4 eV



Record 2
Below is a 2-piece molecular cluster, C4H15N3O overall at a distorted geometry, with properties calculated with wB97M-V/def2-TZVPD.

Each line ends with the natural charge from an NBO analysis.
CARTESIAN COORDINATES (ANGSTROEM)
C  -0.010  1.171  0.252  -0.22
N  -0.988  0.455  1.041  -0.68
C  -2.344  0.358  0.477  -0.08
N  -2.477  -0.221  -0.837  -0.90
C  1.432  0.846  0.639  -0.05
C  1.750  -0.642  0.607  -0.74
N  2.287  1.617  -0.279  -0.85
H  -0.173  2.247  0.400  0.17
H  -0.187  1.017  -0.822  0.17
H  -0.755  -0.431  1.460  0.35
H  -2.775  1.351  0.438  0.15
H  -2.863  -0.291  1.180  0.17
H  -2.272  0.434  -1.581  0.35
H  -1.996  -1.106  -0.969  0.38
H  1.585  1.288  1.619  0.17
H  2.790  -0.798  0.919  0.19
H  1.136  -1.194  1.319  0.19
H  1.635  -1.034  -0.401  0.23
H  2.375  1.212  -1.202  0.35
H  3.217  1.664  0.121  0.34
H  -0.540  -3.230  -1.972  0.33
H  -0.535  -2.384  -0.728  0.31
O  -0.292  -2.328  -1.681  -1.33

Calculated values
- ⟨S²⟩: 0.750
- Multiplicity: 2
- HOMO (alpha / beta): 0.0298 / -0.1882 Eh
- Kohn-Sham gap (alpha / beta): 3.0 / 8.8 eV
- Net charge: -1



Record 3
Below is a 2-piece molecular cluster, C4H15N3O overall at a distorted geometry, with properties calculated with wB97M-V/def2-TZVPD.

Each line ends with the natural charge from an NBO analysis.
CARTESIAN COORDINATES (ANGSTROEM)
C  1.845  0.269  -0.998  -0.24
N  0.847  1.307  -0.798  -0.64
C  -0.581  0.990  -0.779  -0.24
C  -1.328  1.469  0.436  -0.23
N  -1.605  0.473  1.531  -0.84
C  2.088  -0.750  0.097  -0.25
N  1.141  -1.883  0.079  -0.82
H  2.746  0.868  -1.219  0.21
H  1.778  -0.228  -1.977  0.19
H  1.178  1.883  -0.044  0.35
H  -0.695  -0.078  -0.939  0.20
H  -1.024  1.442  -1.668  0.19
H  -0.865  2.373  0.819  0.18
H  -2.353  1.780  0.204  0.19
H  -1.018  -0.342  1.385  0.35
H  -1.310  0.918  2.392  0.35
H  2.106  -0.250  1.080  0.17
H  3.109  -1.143  0.032  0.18
H  0.457  -1.693  -0.650  0.36
H  0.552  -1.879  0.907  0.35
H  -2.724  -1.443  -0.577  0.48
H  -2.315  -2.181  0.785  0.49
O  -2.029  -1.902  -0.097  -0.96

Calculated values
- SMILES: NCCNCCN.O
- Multiplicity: 1
- HOMO: -0.3076 Eh
- Kohn-Sham gap: 9.2 eV



Record 4
Below is a 3-piece molecular cluster, C4H15N3O overall at a distorted geometry, with properties calculated with wB97M-V/def2-TZVPD.

Each line ends with the natural charge from an NBO analysis.
CARTESIAN COORDINATES (ANGSTROEM)
C  -1.122  -0.691  -0.848  -0.05
C  -1.682  0.151  0.294  -0.63
C  -2.191  -0.960  -1.911  -0.62
N  0.060  -0.017  -1.396  -0.84
H  -0.771  -1.649  -0.447  0.18
H  -0.207  0.896  -1.754  0.36
H  0.439  -0.550  -2.173  0.36
H  -0.919  0.323  1.048  0.24
H  -2.523  -0.359  0.757  0.21
H  -2.026  1.115  -0.080  0.19
H  -3.034  -1.493  -1.477  0.21
H  -1.786  -1.565  -2.723  0.20
H  -2.555  -0.021  -2.328  0.20
C  2.387  1.709  0.886  -0.42
N  1.901  0.353  0.798  -0.68
N  1.207  -1.249  2.817  -0.26
O  0.937  -0.081  2.407  -0.27
H  1.262  0.192  0.008  0.41
H  2.629  -0.364  0.904  0.36
H  0.483  -1.926  2.461  0.24
H  1.534  2.377  0.980  0.20
H  2.972  1.998  0.005  0.18
H  3.005  1.813  1.776  0.20

Calculated values
- SMILES: CC(C)N.N=O.CN
- Multiplicity: 1
- HOMO (alpha / beta): -0.2918 / -0.2918 Eh
- Kohn-Sham gap (alpha / beta): 8.8 / 8.8 eV



Record 5
Below is a 3-piece molecular cluster, C4H15N3O overall at a distorted geometry, with properties calculated with wB97M-V/def2-TZVPD.

Each line ends with the natural charge from an NBO analysis.
CARTESIAN COORDINATES (ANGSTROEM)
C  0.500  0.280  1.138  -0.26
C  0.166  1.235  0.062  -0.41
C  -1.232  1.796  0.197  -0.54
N  -2.323  -0.508  -0.057  -0.71
N  1.484  -0.697  0.727  -0.41
C  0.884  -1.865  0.021  -0.12
N  -0.246  -1.777  -0.917  -0.51
H  -0.409  -0.210  1.513  0.21
H  0.899  0.892  1.961  0.28
H  0.230  0.644  -0.911  0.23
H  0.969  1.998  0.002  0.28
H  -1.414  2.338  -0.706  0.24
H  -1.436  2.424  1.050  0.24
H  -2.461  -0.941  0.854  0.37
H  -1.901  0.954  0.079  0.23
H  -3.036  -0.836  -0.741  0.39
H  1.749  -2.312  -0.486  0.23
H  0.529  -2.477  0.850  0.23
H  0.031  -1.928  -1.912  0.41
H  -1.148  -1.236  -0.581  0.40
H  3.375  1.465  -1.145  0.45
H  2.135  -0.151  0.054  0.42
O  2.656  0.912  -1.051  -0.63

Calculated values
- ⟨S²⟩: 1.476
- Multiplicity: 2
- HOMO (alpha / beta): -0.4825 / -0.4931 Eh
- Kohn-Sham gap (alpha / beta): 4.5 / 4.6 eV
- Net charge: +1



Record 6
Below is a 2-piece molecular cluster, C4H15N3O overall at a distorted geometry, with properties calculated with wB97M-V/def2-TZVPD.

Each line ends with the natural charge from an NBO analysis.
CARTESIAN COORDINATES (ANGSTROEM)
C  -1.424  0.841  0.787  -0.28
N  -0.816  0.565  -0.500  -0.29
C  0.338  1.387  -0.859  -0.27
C  0.950  0.780  -2.150  -0.24
N  1.768  -0.396  -1.793  -0.87
C  -2.059  -0.523  1.231  -0.25
N  -1.166  -1.430  1.925  -0.67
H  -2.307  1.558  0.832  0.30
H  -0.803  1.287  1.567  0.26
H  -0.374  -0.397  -0.366  0.39
H  1.120  1.382  -0.079  0.25
H  -0.038  2.417  -0.844  0.23
H  0.147  0.688  -2.863  0.21
H  1.695  1.552  -2.437  0.23
H  1.368  -1.329  -1.852  0.37
H  2.450  -0.323  -2.530  0.39
H  -2.630  -0.960  0.398  0.23
H  -2.853  -0.287  1.938  0.23
H  -1.185  -1.148  2.899  0.39
H  -0.208  -1.393  1.588  0.38
H  1.943  -2.178  1.206  0.48
H  2.120  -0.863  0.508  0.49
O  1.962  -1.229  1.391  -0.95

Calculated values
- ⟨S²⟩: 0.756
- Multiplicity: 2
- HOMO (alpha / beta): -0.5232 / -0.4965 Eh
- Kohn-Sham gap (alpha / beta): 11.5 / 5.0 eV
- Net charge: +1



It is found that the ΔE to the lowest compared entry with this formula, charge and spin values, taken in the order of the records, are 439.0 0.0 154.5 425.1 831.0 130.9 kJ/mol.